Molecular formula: C13H48N12O11
Method: DFT, ωB97M-V with the def2-TZVPD basis set

```
84
Properties=species:S:1:pos:R:3:forces:R:3
C -0.833 -2.723 2.596 0.3 0.9 0.1
C -2.370 -2.555 2.669 0.5 0.4 1.7
O -3.031 -2.927 1.505 0.1 0.0 -1.4
H -0.228 -2.205 3.343 -0.6 0.2 0.3
H -0.299 -2.492 1.688 -0.6 1.0 -0.8
H -0.501 -3.715 2.648 -0.2 -2.0 0.7
H -2.707 -1.523 3.030 0.8 -1.1 -0.5
H -2.744 -3.255 3.450 0.3 0.5 -0.3
H -2.473 -2.669 0.749 -0.4 0.1 0.4
C -0.958 -3.514 -1.207 -1.6 -1.3 -1.6
C 0.362 -3.844 -1.883 -0.9 1.6 0.8
O 1.350 -3.169 -1.079 0.4 0.3 -1.0
H -1.659 -3.028 -1.904 0.3 -0.2 0.1
H -0.841 -2.820 -0.436 0.5 1.0 1.2
H -1.489 -4.371 -0.797 0.1 -0.2 0.0
H 0.260 -3.486 -2.938 0.7 -0.2 0.7
H 0.680 -4.840 -1.805 -0.2 -1.7 -0.5
H 1.927 -2.737 -1.727 0.4 -0.3 0.8
C 3.636 -0.828 -2.144 8.5 4.8 4.0
O 4.922 -0.750 -1.731 -6.3 -0.5 -2.2
N 2.763 0.187 -1.995 0.5 5.7 -1.0
N 3.104 -1.859 -2.655 -0.4 -4.1 -2.2
H 3.174 1.192 -1.945 -0.1 -2.9 0.4
H 1.889 0.427 -2.658 1.4 -1.7 1.0
H 3.845 -2.450 -2.988 -0.2 -0.9 -0.2
H 2.303 -1.679 -3.230 -0.1 -0.5 -0.3
C -2.193 1.824 -2.475 -4.2 5.3 -7.6
O -2.901 2.436 -3.519 4.1 -2.8 5.0
N -2.790 0.972 -1.728 -1.6 -5.3 2.9
N -0.946 2.137 -2.119 3.3 1.5 0.0
H -3.762 0.582 -1.927 2.1 1.1 -0.3
H -2.157 0.281 -1.180 -1.5 1.2 -0.7
H -0.349 2.792 -2.710 -2.1 -0.7 1.1
H -0.515 1.904 -1.130 -0.8 0.5 -1.5
C 2.578 2.676 1.436 0.8 -0.1 9.0
O 2.786 2.211 2.712 -1.1 1.9 -6.6
N 1.921 3.788 1.262 -0.9 2.3 -1.5
N 2.903 2.077 0.356 2.9 -2.2 -5.8
H 1.511 4.065 2.089 -1.0 1.4 1.8
H 1.592 4.171 0.369 0.3 -0.5 0.8
H 3.157 1.149 0.595 1.3 -1.5 -0.3
H 3.273 2.473 -0.600 -1.1 -0.6 3.3
C -4.458 1.520 1.487 -4.2 5.7 5.1
O -5.172 2.104 2.529 3.2 -2.7 -5.3
N -4.180 2.152 0.354 0.0 5.0 -3.1
N -3.892 0.407 1.570 2.7 -5.5 0.0
H -4.478 3.155 0.317 -0.1 -1.5 0.3
H -3.585 1.951 -0.512 -1.1 -0.7 2.2
H -3.975 -0.148 2.362 -0.7 -0.6 1.8
H -3.117 0.028 1.020 -0.3 0.8 -0.4
C 0.329 -0.580 -3.845 -8.4 -1.7 5.2
O -0.776 -1.085 -3.207 5.4 2.2 -3.3
N 1.062 -1.227 -4.631 3.9 -4.3 -4.4
N 0.751 0.608 -3.520 0.5 5.4 0.0
H 0.836 -2.201 -4.782 -0.2 0.1 -0.3
H 1.988 -0.938 -5.007 -1.4 0.1 0.3
H 0.004 1.099 -2.933 0.6 -0.1 -0.6
H 1.371 1.238 -4.128 -1.7 -1.5 0.6
C -0.094 0.069 0.000 -6.1 -0.9 4.5
O -1.262 -0.447 0.440 3.8 1.8 -2.4
N 0.216 1.342 0.154 -1.8 4.9 1.9
N 0.912 -0.542 -0.409 4.0 -6.8 -2.5
H -0.395 1.935 0.811 0.4 -1.0 -0.9
H 1.195 1.602 0.255 -0.4 -0.6 -0.4
H 0.928 -1.613 -0.424 -0.6 1.5 -0.3
H 1.774 -0.164 -0.963 -1.7 0.1 1.4
C -1.565 4.055 2.281 0.6 -1.9 0.4
O -1.612 2.798 1.521 0.3 1.0 1.0
H -0.861 4.636 1.685 -0.2 0.7 0.6
H -1.203 3.828 3.342 -0.4 0.4 -1.5
H -2.571 4.460 2.332 0.1 0.3 0.0
H -2.513 2.670 1.220 -0.5 -0.2 -0.2
C 3.455 -2.022 1.253 0.8 -0.3 -2.9
O 3.034 -0.723 1.261 -0.2 1.8 1.1
H 4.364 -2.054 1.712 2.9 -0.1 0.9
H 3.575 -2.248 0.157 0.1 -1.0 1.2
H 2.904 -2.701 1.823 -1.8 -1.1 0.5
H 2.216 -0.806 0.808 -1.5 0.7 -0.2
C -0.025 0.885 3.706 -0.1 1.7 -1.5
O 0.008 0.211 4.936 0.3 -2.6 0.3
H -0.989 0.867 3.025 1.3 -0.1 2.1
H 0.761 0.705 2.942 0.1 -0.6 0.9
H 0.269 1.859 4.138 -0.8 0.5 -1.4
H 0.588 -0.587 4.936 -0.8 1.0 -0.3
```
Positions in Å, forces in eV/Å.

Summary:
Orbital gap (eV): 7.48
SMILES: NC(N)=O.NC(N)=O.NC(N)=O.NC(N)=O.NC(N)=O.NC(N)=O.CCO.CCO.CO.CO.CO
Energy above the lowest of the compared OMol25 structures with the same formula, charge and spin (kJ/mol): 1193.66
LUMO energy (eV): -1.218
E_HOMO (eV): -8.7

Molecular formula: C13H50N4O12
Method: DFT, ωB97M-V with the def2-TZVPD basis set

```
79
Properties=species:S:1:pos:R:3:forces:R:3
C -3.601 1.185 2.209 -1.1 0.0 -0.8
O -4.137 0.512 3.335 0.1 0.2 -0.1
H -2.514 1.249 2.159 0.0 0.0 0.2
H -3.984 0.714 1.295 0.4 -0.3 -0.1
H -4.078 2.165 2.122 0.4 0.3 0.5
H -4.168 -0.419 3.097 0.3 -0.1 0.4
C -1.303 2.117 -4.553 -0.5 0.5 -1.1
O -0.169 1.734 -3.815 -0.6 0.2 0.4
H -1.106 1.940 -5.612 0.1 -0.2 0.1
H -2.237 1.596 -4.304 0.2 -0.3 0.2
H -1.555 3.184 -4.485 0.3 0.0 0.2
H -0.485 1.786 -2.902 0.6 -0.3 0.1
C -1.161 -3.771 -1.100 2.2 0.7 -0.1
O 0.053 -4.554 -1.129 -0.4 -0.6 -0.1
H -0.966 -2.985 -1.836 -0.9 0.0 -0.1
H -2.071 -4.339 -1.274 0.0 0.1 0.2
H -1.049 -3.274 -0.138 -0.9 -0.2 0.1
H 0.087 -5.038 -1.960 0.0 0.0 0.0
C 3.790 -0.562 1.632 -0.2 -0.9 0.1
O 2.394 -0.562 1.939 0.4 0.3 -0.1
H 4.249 -1.494 1.983 0.0 0.1 0.3
H 3.941 -0.618 0.552 -0.1 0.7 0.0
H 4.278 0.276 2.125 0.2 0.1 -0.3
H 2.340 0.029 2.716 -0.3 -0.1 0.2
C -0.443 5.198 2.040 -0.8 0.3 1.6
O -0.512 5.120 3.496 0.4 -0.9 -0.1
H -1.269 5.873 1.814 0.6 0.3 -0.9
H 0.582 5.475 1.805 -0.3 0.2 -0.7
H -0.720 4.232 1.619 0.2 0.0 0.0
H -0.939 5.893 3.858 -0.1 0.1 -0.1
C 0.726 -2.702 -4.187 1.3 0.8 0.1
O 0.794 -1.559 -3.342 -0.8 -0.1 0.3
H 0.807 -2.326 -5.210 -0.4 -0.5 -0.2
H 1.603 -3.327 -3.992 -0.2 -0.3 -0.1
H -0.183 -3.265 -3.990 -0.1 0.1 -0.1
H 1.708 -1.272 -3.199 0.0 -0.1 0.0
C 3.222 -2.466 -1.178 1.4 -1.8 -0.4
O 3.374 -1.360 -2.055 -0.6 0.4 0.1
H 2.240 -2.633 -0.741 -0.1 0.6 -0.1
H 3.460 -3.362 -1.773 -0.5 -0.1 0.2
H 4.018 -2.496 -0.422 -0.4 0.4 0.2
H 4.017 -1.647 -2.704 0.2 0.3 -0.1
C -2.922 -2.245 -3.658 -2.2 -1.6 -1.3
O -3.894 -1.742 -2.758 0.6 0.9 0.6
H -1.993 -1.690 -3.719 0.0 0.0 0.5
H -2.865 -3.327 -3.481 1.1 0.2 0.3
H -3.389 -2.281 -4.655 0.5 0.6 -0.2
H -4.724 -2.194 -2.911 0.0 -0.1 -0.1
C 2.271 2.809 -0.725 -0.7 0.8 0.4
O 1.586 3.732 0.147 0.6 0.1 0.0
H 3.066 3.328 -1.259 -0.2 0.3 0.0
H 2.775 2.024 -0.162 -0.4 -0.4 -0.1
H 1.492 2.508 -1.423 0.5 -0.8 -0.3
H 0.868 3.241 0.564 0.2 -0.2 -0.1
C 1.582 2.183 4.003 1.2 -1.2 -1.1
O 2.379 1.244 4.200 -0.5 0.5 0.2
N 1.578 3.343 4.681 -0.1 0.5 0.5
N 0.721 2.142 2.955 0.2 0.5 1.0
H 0.992 4.109 4.372 0.0 -0.1 0.2
H 2.256 3.501 5.402 0.0 -0.2 0.0
H 0.656 1.306 2.404 -0.4 0.2 -0.3
H 0.115 2.937 2.920 -0.6 -0.4 -0.6
C -0.479 0.424 -0.456 0.4 -0.3 -1.4
O -0.431 1.257 0.436 -0.2 0.2 0.4
N -1.480 0.385 -1.419 0.8 0.3 1.1
N 0.500 -0.493 -0.715 -0.7 0.4 0.6
H -2.145 1.134 -1.447 -0.3 -0.3 0.0
H -1.415 -0.360 -2.084 -0.5 0.2 -0.4
H 0.372 -1.113 -1.505 0.5 0.0 0.2
H 1.209 -0.623 -0.007 0.1 0.0 0.0
C -0.281 -2.617 2.421 1.0 1.3 0.4
C -0.980 -1.616 3.368 0.0 -1.7 -0.2
O -2.361 -1.959 3.461 -0.6 0.9 0.0
H -0.743 -3.594 2.303 -0.3 0.1 0.0
H 0.743 -2.780 2.769 0.0 0.0 -0.1
H -0.191 -2.045 1.496 0.0 -0.8 -0.4
H -0.866 -0.631 2.917 -0.3 0.1 0.4
H -0.548 -1.653 4.373 0.0 0.2 -0.1
H -2.485 -2.891 3.297 0.2 -0.2 0.0
```
Positions in Å, forces in eV/Å.

Summary:
Orbital gap (eV): 9.75
SMILES: NC(N)=O.NC(N)=O.CCO.CO.CO.CO.CO.CO.CO.CO.CO.CO
Energy above the lowest of the compared OMol25 structures with the same formula, charge and spin (kJ/mol): 0.00
LUMO energy (eV): 0.320
E_HOMO (eV): -9.4

Molecular formula: C13H52N12O13
Method: DFT, ωB97M-V with the def2-TZVPD basis set

```
90
Properties=species:S:1:pos:R:3:forces:R:3
C 9.448 -6.076 2.018 1.9 -5.5 7.0
O 9.770 -7.052 2.889 -1.2 3.0 -3.6
N 9.931 -6.042 0.843 3.1 0.5 -5.1
N 8.671 -5.148 2.455 -4.0 3.3 1.7
H 10.788 -6.622 0.685 -1.3 0.7 0.0
H 9.887 -5.162 0.290 0.1 -1.2 0.4
H 8.143 -5.452 3.312 0.9 0.9 -1.4
H 8.322 -4.324 1.900 0.6 -1.6 0.9
C 5.389 -11.554 -0.693 -2.2 -6.5 -1.8
O 5.048 -12.863 -0.944 1.7 5.9 1.3
N 6.367 -10.955 -1.314 3.6 0.9 -1.8
N 4.671 -10.766 0.086 -1.5 1.4 2.5
H 7.032 -11.580 -1.795 -0.8 0.8 0.6
H 6.544 -9.909 -1.385 -0.8 -1.9 0.5
H 3.783 -11.187 0.400 1.1 0.6 0.1
H 5.155 -10.004 0.636 -1.2 -1.4 -1.1
C 13.148 -7.369 -4.877 -5.0 7.1 -0.9
O 12.401 -6.197 -5.008 3.7 -6.0 0.0
N 13.294 -8.321 -5.732 -1.1 -0.7 -6.7
N 13.607 -7.737 -3.749 1.2 1.3 5.2
H 12.863 -8.135 -6.672 0.7 -0.6 1.4
H 13.676 -9.227 -5.560 0.1 0.0 0.3
H 13.425 -7.122 -2.912 0.5 -0.9 -1.3
H 14.338 -8.399 -3.652 0.8 -0.6 -0.1
C 13.397 -5.402 -1.657 -4.7 5.7 -2.8
O 12.369 -4.592 -2.122 5.0 -4.1 2.7
N 13.296 -6.682 -1.446 -1.9 -0.6 1.3
N 14.616 -4.939 -1.505 3.8 2.0 0.2
H 12.333 -7.023 -1.360 -0.3 -0.9 0.0
H 14.017 -7.133 -0.950 0.7 -0.7 0.6
H 14.847 -3.986 -1.838 -0.5 -1.1 0.4
H 15.450 -5.527 -1.231 -1.8 1.0 -0.5
C 6.825 -8.246 -2.930 -7.0 0.8 -5.2
O 5.610 -7.954 -3.715 6.5 -1.2 4.1
N 7.812 -8.913 -3.417 1.7 -2.0 -4.5
N 6.835 -8.045 -1.647 -1.3 1.8 2.4
H 7.678 -9.169 -4.466 0.7 0.8 2.7
H 8.643 -9.233 -2.857 -1.4 0.8 -1.2
H 6.008 -7.478 -1.500 0.2 0.1 1.1
H 7.627 -8.098 -0.986 -0.6 0.1 -0.7
C 10.815 -9.129 -2.167 1.4 5.9 4.8
O 11.107 -8.034 -1.303 -1.9 -5.2 -3.6
N 11.486 -9.430 -3.189 3.8 -0.2 -3.7
N 9.834 -9.951 -1.976 -4.1 0.4 4.6
H 12.299 -8.849 -3.415 -0.2 -0.1 0.3
H 11.295 -10.269 -3.815 -0.3 1.3 0.9
H 9.222 -9.705 -1.148 1.1 -0.5 -1.1
H 9.579 -10.777 -2.459 0.5 -1.0 -0.6
C 7.987 -12.518 -3.608 0.5 -1.9 -0.9
O 8.842 -12.484 -2.437 -0.3 0.5 -1.2
H 8.457 -13.060 -4.489 0.0 0.6 0.9
H 7.737 -11.516 -3.973 -0.1 -0.2 0.7
H 7.131 -13.167 -3.372 -0.3 0.8 -0.1
H 8.979 -13.389 -2.151 0.0 -0.1 0.2
C 12.742 -10.878 -0.279 0.8 0.8 -0.9
O 11.715 -11.666 -0.797 -0.4 -1.5 1.0
H 12.359 -9.904 0.099 0.4 -0.5 -0.3
H 13.382 -10.780 -1.174 0.6 0.9 0.8
H 13.296 -11.387 0.482 0.1 -0.4 0.5
H 11.334 -11.060 -1.402 -1.1 0.1 -0.8
C 9.511 -9.582 1.077 -2.1 -1.6 0.7
O 8.708 -8.678 0.258 0.8 -1.1 1.1
H 9.033 -9.717 2.052 -0.4 0.1 -0.1
H 10.438 -9.196 1.383 1.5 0.7 -0.5
H 9.554 -10.626 0.661 0.2 1.3 -0.1
H 8.975 -7.804 0.569 0.1 0.2 -0.3
C 9.704 -7.442 -6.385 1.6 1.1 1.8
O 10.297 -8.595 -5.775 -0.6 -1.0 -0.7
H 9.040 -6.987 -5.670 -0.5 0.3 0.2
H 9.179 -7.589 -7.288 -0.4 -1.1 -1.0
H 10.518 -6.733 -6.548 -0.2 0.3 -0.2
H 10.690 -8.355 -4.927 -0.2 0.5 -0.3
C 14.841 -10.996 -3.596 -0.9 -1.3 2.2
O 15.538 -9.811 -3.288 0.3 0.0 0.7
H 15.186 -11.959 -3.065 -0.4 1.6 -0.4
H 14.992 -11.121 -4.595 0.2 -1.0 -3.1
H 13.739 -10.892 -3.456 1.0 0.3 0.3
H 16.384 -9.896 -3.741 0.1 0.3 0.2
C 11.672 -12.504 -4.589 0.3 -2.5 -0.5
O 10.908 -11.362 -4.695 0.3 0.8 0.1
H 12.455 -12.523 -3.821 -0.3 0.9 -0.1
H 12.130 -12.778 -5.563 -0.2 0.1 0.5
H 11.006 -13.298 -4.256 0.1 -0.5 -0.2
H 10.122 -11.512 -5.207 -0.5 0.0 -0.5
C 9.324 -5.816 -2.911 2.6 -0.1 1.5
O 9.908 -4.666 -3.447 0.9 -0.3 0.2
H 9.699 -6.736 -3.351 0.2 -0.3 -0.2
H 8.315 -5.809 -3.004 -3.2 0.3 -0.7
H 9.497 -5.901 -1.808 0.1 0.0 -0.6
H 10.873 -4.786 -3.246 -0.8 0.5 -0.3
```
Positions in Å, forces in eV/Å.

Summary:
Orbital gap (eV): 8.32
Energy above the lowest of the compared OMol25 structures with the same formula, charge and spin (kJ/mol): 868.28
LUMO energy (eV): -0.246
E_HOMO (eV): -8.6